This record from OMol25 describes a structure of composition C28H56AlB2Br2CaCl3F8N2O11P2S2 at a distorted geometry. The level of theory is ωB97M-V with the def2-TZVPD basis set.

Geometry as ORCA input:
```
! wB97M-V def2-TZVPD RIJCOSX def2/J DEFGRID3
* xyz 0 1
C 5.3829 1.0799 2.7577
O 4.0737 1.5572 2.5057
C 3.0486 0.7981 3.1574
C 2.1850 0.1856 2.0616
C 3.0193 -0.8691 1.3050
C 2.1694 -1.9276 0.5905
C 1.7662 -1.5926 -0.8506
C 0.5353 -2.4567 -1.1894
C 0.5104 -3.9234 -0.7642
C -0.3689 -4.0992 0.4704
O -1.7012 -4.4754 0.1229
C -2.5839 -3.9270 1.0459
O 1.2383 -0.2625 -1.0262
C 2.0858 0.7547 -1.4632
C 1.1461 1.9958 -1.4950
O 0.3775 1.9642 -0.2812
C -1.0124 1.9466 -0.2801
S -1.7999 0.3935 -0.8389
C -1.7450 3.2129 -0.8637
C -3.0785 3.4791 -0.0970
N -4.1629 2.8742 -0.2212
N -1.3804 1.9352 1.2041
C -0.5131 2.5008 1.8201
S 0.3813 3.4452 2.7304
P 0.3125 1.9258 -3.1649
O -0.3206 3.1920 -3.5743
C 2.1175 3.2247 -1.4177
Cl 2.8070 3.6330 -3.0031
C 1.5277 4.4944 -0.7628
C 2.6898 5.2596 -0.1018
Cl 0.8045 5.6614 -1.9061
P 3.1384 -2.1410 -1.9639
C 2.7422 -1.8845 -3.7299
C 4.7991 -1.5065 -1.5112
H 5.4459 -0.0061 2.7302
H 5.6971 1.4080 3.7497
H 6.0773 1.4806 2.0300
H 2.4714 1.5398 3.7091
H 3.4774 0.0448 3.8120
H 2.0183 1.0025 1.3606
H 1.2756 -0.2558 2.4593
H 3.7682 -0.3966 0.6814
H 3.5751 -1.3948 2.0823
H 2.7151 -2.8614 0.6151
H 1.2600 -2.0450 1.1752
H -0.2970 -1.8949 -0.7703
H 0.4398 -2.4260 -2.2721
H 1.4754 -4.3983 -0.6497
H 0.0050 -4.4477 -1.5711
H 0.0505 -4.8608 1.1280
H -0.4501 -3.1462 0.9854
H -2.1128 -3.6355 1.9857
H -3.0345 -2.9633 0.6276
H -3.3955 -4.6055 1.2998
H 2.9021 0.8825 -0.7545
H 2.4481 0.6410 -2.4842
H -2.2756 0.7588 -2.0362
H -1.1426 4.1100 -0.7512
H -2.0691 3.0490 -1.8816
H -3.1155 4.3311 0.6407
H -4.0950 2.1345 -0.9234
H -0.6222 0.8884 -3.2407
H 1.3402 1.5874 -4.0538
H 2.9687 2.9471 -0.8130
H 0.8211 4.2976 0.0258
H 2.2524 5.9545 0.6118
H 3.2296 5.8497 -0.8292
H 3.3387 4.5879 0.4523
H 1.6866 -1.6940 -3.8910
H 3.2543 -0.9873 -4.0777
H 3.1000 -2.6842 -4.3629
H 5.4866 -1.6824 -2.3331
H 5.1736 -2.0783 -0.6704
H 4.8748 -0.4458 -1.2665
Ca -2.3935 3.6699 2.3757
Cl -3.4592 0.7133 2.8552
O 2.2360 8.4014 -3.2179
H 1.3892 8.8413 -3.0988
H 2.0580 7.4757 -3.0172
Br -5.3440 0.3859 0.9443
C -6.3886 -0.6623 -0.3453
C -7.3290 -1.5905 0.3619
Br -6.3745 -3.1662 1.0895
H -5.6620 -1.1977 -1.0164
H -6.9398 0.0865 -0.9331
H -8.0599 -1.9926 -0.3342
H -7.8405 -1.1195 1.1937
B 4.4159 -1.6116 -7.0912
F 4.5291 -2.6577 -8.0081
F 5.0482 -0.4648 -7.5870
F 3.0433 -1.3287 -6.8622
F 5.0231 -1.9894 -5.8649
Al -4.2431 -1.5884 0.2788
O 5.6755 -4.1400 -3.2794
H 4.9327 -3.5388 -3.1479
H 5.3341 -4.9985 -3.0125
C -4.8756 -1.8938 7.4534
C -4.5347 -0.6115 6.6977
C -4.9092 -0.9819 5.2688
O -5.9892 -1.9210 5.3669
C -6.1244 -2.3631 6.7184
H -5.0422 -1.7470 8.5195
H -4.0711 -2.6227 7.3315
H -5.1660 0.2073 7.0517
H -3.4939 -0.3058 6.7958
H -4.0766 -1.4692 4.7531
H -5.2234 -0.1269 4.6788
H -7.0271 -1.9078 7.1404
H -6.2443 -3.4470 6.7355
C 9.0880 -3.9788 -4.0115
O 9.3088 -5.1714 -4.1532
O 8.6203 -3.2165 -4.8862
O 9.3065 -3.3102 -2.9744
B -7.8948 2.4862 -0.5152
F -8.0455 1.3594 -1.3881
F -6.7633 3.2143 -0.9043
F -9.0272 3.2695 -0.5471
F -7.6769 1.9767 0.7912
*
```

E_HOMO = -0.2907 Ha
Gap between HOMO and LUMO = 3.6 eV